No. 1
{
  "formula": "C38H25CrNO5S",
  "method": "ωB97M-V/def2-TZVPD",
  "charge": 1,
  "de_lowest_kcal_mol": 0.0,
  "multiplicity": 4,
  "species": ["C", "C", "C", "C", "S", "C", "C", "C", "C", "C", "C", "N", "C", "C", "O", "O", "C", "C", "H", "H", "H", "H", "H", "H", "H", "H", "H", "H", "O", "C", "Cr", "C", "O", "C", "O", "C", "C", "C", "C", "C", "C", "C", "C", "C", "C", "C", "C", "C", "C", "C", "C", "C", "C", "C", "C", "C", "H", "H", "H", "H", "H", "H", "H", "H", "H", "H", "H", "H", "H", "H", "H"],
  "positions_angstrom": [[-1.996509, 3.348535, -2.584118], [-2.741984, 3.987922, -1.588375], [-2.791000, 3.461964, -0.296737], [-2.090047, 2.290293, -0.000824], [-1.964711, 1.753680, 1.733941], [-0.388906, 2.328076, 2.216666], [0.443184, 1.492102, 2.983413], [1.853486, 1.696767, 3.049464], [2.686094, 0.692931, 3.516506], [2.135602, -0.487621, 4.040925], [2.988519, -1.533000, 4.537583], [3.666879, -2.385944, 4.966448], [0.740866, -0.638397, 4.115776], [-0.088576, 0.378862, 3.705937], [-3.015866, 2.485570, 2.421375], [-2.020809, 0.303197, 1.704861], [-1.367518, 1.623151, -0.999849], [-1.319607, 2.157349, -2.294763], [-1.951162, 3.782146, -3.584200], [-3.274942, 4.913701, -1.796967], [-3.324302, 3.991112, 0.491510], [0.077624, 2.990315, 1.497629], [2.255968, 2.632568, 2.663493], [3.773370, 0.805935, 3.486307], [0.324475, -1.556224, 4.541944], [-1.150273, 0.309076, 3.927069], [-0.819956, 0.715337, -0.741472], [-0.747859, 1.642750, -3.072641], [-1.219252, -0.526544, 7.163565], [-1.245309, 0.567139, 7.569608], [-0.979396, 2.316677, 8.241068], [0.752764, 2.095942, 7.542783], [1.829097, 1.792915, 7.198657], [-0.118728, 1.439493, 9.709023], [0.556797, 0.831403, 10.436411], [-2.400530, 3.400060, 9.460064], [-3.086941, 2.809979, 8.390739], [-2.622474, 2.977427, 7.077226], [-1.552732, 3.847119, 6.793854], [-1.100190, 3.987572, 5.423670], [-0.571223, 4.382344, 4.389547], [0.159973, 4.942623, 3.340393], [1.593319, 5.145272, 3.570614], [2.153671, 4.688235, 4.801041], [3.454844, 5.013834, 5.186295], [4.286705, 5.704053, 4.294173], [3.772116, 6.145431, 3.067642], [2.433139, 5.929237, 2.735056], [-0.602183, 5.651730, 2.314715], [-1.868593, 6.183192, 2.662497], [-2.571524, 7.023811, 1.805031], [-2.085709, 7.239291, 0.510432], [-0.899865, 6.618830, 0.099526], [-0.146743, 5.855370, 0.996099], [-0.831777, 4.390920, 7.894421], [-1.281005, 4.212364, 9.209411], [-2.714052, 3.213864, 10.490427], [-3.965226, 2.186148, 8.566381], [-3.093262, 2.459259, 6.235789], [1.500383, 4.163875, 5.503108], [3.802220, 4.734440, 6.186858], [5.330675, 5.888800, 4.550543], [4.412953, 6.695197, 2.373616], [2.018037, 6.440843, 1.865230], [-2.269795, 5.929728, 3.642968], [-3.506095, 7.477959, 2.142162], [-2.664241, 7.848790, -0.183863], [-0.553851, 6.728622, -0.930361], [0.806282, 5.421203, 0.683410], [0.074371, 4.969905, 7.696835], [-0.743836, 4.674231, 10.043589]],
  "atomic_forces_ev_per_a": [[-0.118, -0.103, 0.264], [0.116, -0.266, 0.017], [0.266, 0.052, 0.120], [0.579, 0.348, 0.062], [-2.161, -0.034, -1.985], [0.691, -1.042, -0.357], [-0.043, -0.048, 0.879], [-0.085, -0.316, -0.451], [0.142, 0.333, 0.177], [-0.022, 0.005, -0.310], [1.340, -1.691, 0.800], [-1.443, 1.850, -0.915], [-0.036, -0.090, 0.564], [0.098, -0.122, 0.002], [0.844, -0.305, 0.359], [0.353, 0.767, 0.386], [0.051, 0.225, 0.106], [-0.123, -0.054, 0.257], [0.011, -0.178, 0.270], [0.113, -0.213, -0.039], [0.085, -0.187, -0.144], [-0.240, 0.323, 0.185], [0.052, -0.328, -0.063], [-0.424, 0.044, 0.069], [0.151, 0.423, -0.042], [0.194, -0.095, -0.413], [-0.174, 0.194, -0.153], [-0.227, 0.204, 0.310], [-0.361, 3.621, 1.275], [0.279, -3.841, -1.300], [1.365, -1.485, 0.643], [4.751, -1.656, -1.973], [-3.940, 1.416, 1.205], [2.341, -2.581, 2.855], [-2.416, 2.198, -2.284], [-0.862, 0.673, 0.365], [-0.596, -0.477, 0.731], [-0.580, 0.546, -1.354], [-0.326, -0.029, -1.306], [0.485, 0.582, 0.030], [-0.383, -0.323, 1.532], [0.337, 0.870, 0.072], [0.371, 0.145, 0.550], [0.156, 0.427, -0.008], [-0.401, -0.141, -0.334], [-0.102, -0.155, -0.165], [-0.141, -0.122, 0.215], [-0.093, -0.044, 0.178], [-0.618, 0.139, -0.650], [0.237, -0.018, 0.006], [0.205, -0.378, -0.079], [0.016, -0.231, 0.092], [0.033, -0.046, 0.155], [-0.105, 0.190, 0.071], [0.388, 0.937, -0.594], [-0.081, 0.326, 0.656], [0.070, 0.055, -0.415], [0.400, 0.112, 0.029], [0.057, 0.274, 0.393], [0.361, 0.064, -0.313], [-0.018, 0.020, -0.493], [-0.331, 0.047, -0.052], [-0.253, -0.118, 0.297], [0.271, -0.332, 0.286], [0.038, 0.272, -0.193], [0.297, -0.176, -0.192], [0.250, -0.110, 0.143], [-0.092, 0.019, 0.344], [-0.465, 0.054, -0.057], [-0.396, -0.148, 0.067], [-0.138, -0.274, -0.382]]
}

***

No. 2
{
  "formula": "C38H26BrClCrF4NO4PS",
  "method": "ωB97M-V/def2-TZVPD",
  "charge": -1,
  "de_lowest_kcal_mol": 9.8,
  "multiplicity": 2,
  "species": ["Cr", "O", "C", "O", "C", "C", "C", "C", "C", "C", "S", "H", "H", "H", "H", "F", "C", "C", "F", "C", "F", "C", "P", "C", "C", "C", "C", "C", "C", "C", "C", "C", "C", "C", "C", "C", "Br", "C", "F", "H", "H", "H", "H", "H", "H", "H", "H", "H", "H", "C", "C", "C", "C", "C", "C", "N", "H", "H", "H", "H", "H", "H", "H", "H", "Cl", "C", "C", "C", "C", "C", "C", "C", "O", "O", "H", "H", "H", "H"],
  "positions_angstrom": [[-1.044698, -0.035469, 0.271480], [0.619092, 3.338888, -1.248000], [-0.295970, 2.766185, -0.683654], [-0.117891, 1.563362, -0.178786], [-1.617647, 3.447451, -0.493280], [-1.625686, 4.810830, -0.817233], [-2.749996, 5.592485, -0.675322], [-3.918831, 5.002395, -0.195531], [-3.934275, 3.663837, 0.122569], [-2.794864, 2.846446, -0.019734], [-3.053214, 1.169748, 0.396835], [-0.700676, 5.232895, -1.185463], [-2.724048, 6.643927, -0.931434], [-4.818196, 5.593639, -0.068540], [-4.839809, 3.200754, 0.494201], [4.933720, -5.332084, -0.492551], [4.207781, -4.214148, -0.410921], [4.771314, -3.051108, 0.065279], [6.056391, -3.043829, 0.432948], [4.014785, -1.891978, 0.146580], [4.689521, -0.810735, 0.557622], [2.675365, -1.842804, -0.218893], [1.548291, -0.330603, -0.169037], [2.364130, 0.731839, 1.063605], [2.439157, 0.255071, 2.369982], [2.953047, 1.053449, 3.376392], [3.389512, 2.339017, 3.085558], [3.289214, 2.826008, 1.790574], [2.768772, 2.030636, 0.779174], [2.047083, 0.290231, -1.817011], [1.078923, 0.383035, -2.811751], [1.423505, 0.826570, -4.080286], [2.733460, 1.185210, -4.359926], [3.704075, 1.088952, -3.371870], [3.363491, 0.639193, -2.105892], [2.142445, -3.037648, -0.725733], [0.365329, -3.140673, -1.352851], [2.886988, -4.198792, -0.816617], [2.362484, -5.332052, -1.293529], [2.062233, -0.732306, 2.612394], [2.988485, 0.677646, 4.390710], [3.784597, 2.968853, 3.873235], [3.598560, 3.839282, 1.566089], [2.638106, 2.432808, -0.217410], [0.053260, 0.113072, -2.591222], [0.662263, 0.903632, -4.845999], [2.999122, 1.547111, -5.345474], [4.728176, 1.368774, -3.585669], [4.125631, 0.570594, -1.338469], [0.005664, -2.703347, 2.079694], [-0.263570, -1.415576, 2.796123], [-0.135832, -1.212450, 4.146369], [-0.397167, 0.162675, 4.386716], [-0.683414, 0.738470, 3.175745], [-0.964568, 2.184520, 2.927580], [-0.608290, -0.219083, 2.180242], [0.253941, -3.464997, 2.820021], [0.857558, -2.622671, 1.396294], [-0.844202, -3.053831, 1.497330], [0.127794, -1.963274, 4.877189], [-0.362788, 0.676695, 5.335867], [-0.740048, 2.747693, 3.834638], [-2.008078, 2.358699, 2.661671], [-0.342463, 2.583091, 2.124971], [-7.020647, -4.917198, -3.015191], [-5.695861, -3.950378, -2.431784], [-5.219075, -4.161903, -1.147428], [-4.169618, -3.386086, -0.685199], [-3.603384, -2.415653, -1.503993], [-4.093903, -2.217248, -2.787510], [-5.145226, -2.985095, -3.259545], [-2.492205, -1.567585, -0.998434], [-1.919248, -0.726079, -1.715033], [-2.126988, -1.694144, 0.220749], [-5.670402, -4.920176, -0.522867], [-3.781835, -3.515351, 0.316104], [-3.645304, -1.449143, -3.403234], [-5.543349, -2.840207, -4.254186]],
  "atomic_forces_ev_per_a": [[0.292, 1.312, 0.446], [-0.007, -0.028, -0.024], [0.009, 0.042, -0.030], [-0.427, -0.539, -0.116], [-0.030, 0.047, 0.038], [0.034, -0.011, -0.012], [-0.034, 0.011, -0.002], [0.031, -0.008, -0.004], [0.019, 0.010, -0.004], [0.018, -0.065, 0.030], [0.016, -0.122, 0.026], [0.003, -0.008, -0.003], [0.003, 0.002, 0.009], [-0.007, -0.004, 0.000], [-0.010, 0.009, -0.003], [-0.044, 0.062, 0.002], [0.025, -0.047, 0.002], [0.070, -0.011, 0.042], [-0.052, 0.009, -0.016], [0.027, 0.074, -0.022], [-0.126, 0.052, 0.056], [-0.186, -0.072, -0.017], [0.441, -0.360, -0.242], [-0.037, -0.048, 0.048], [0.074, -0.065, -0.100], [0.064, 0.050, 0.010], [-0.023, -0.032, 0.017], [-0.009, 0.027, -0.021], [0.009, 0.008, -0.057], [-0.112, 0.081, 0.069], [-0.021, -0.027, 0.036], [0.040, 0.010, -0.009], [-0.032, 0.005, -0.005], [0.011, -0.008, 0.015], [0.063, -0.016, -0.038], [-0.081, -0.005, -0.046], [0.196, -0.079, -0.212], [-0.034, -0.037, -0.011], [0.037, 0.042, 0.019], [0.039, 0.031, 0.037], [-0.014, -0.010, -0.001], [0.004, 0.005, 0.001], [-0.006, 0.002, -0.011], [0.009, 0.016, 0.026], [0.008, 0.009, -0.012], [-0.006, -0.001, 0.003], [0.000, -0.009, -0.007], [0.000, 0.004, 0.002], [-0.026, 0.026, -0.016], [-0.041, 0.097, 0.047], [0.020, -0.083, 0.077], [-0.012, 0.036, 0.013], [0.007, -0.012, 0.007], [-0.028, 0.074, 0.045], [-0.005, -0.024, -0.001], [-0.200, -0.260, -0.159], [0.017, -0.002, 0.018], [-0.112, -0.032, 0.156], [0.004, 0.001, 0.008], [-0.004, -0.042, -0.039], [-0.007, 0.039, -0.020], [-0.003, -0.010, 0.014], [0.021, 0.012, -0.032], [0.007, 0.000, -0.011], [-0.025, -0.021, -0.019], [0.078, 0.037, 0.057], [-0.039, -0.029, -0.018], [0.039, 0.037, -0.014], [-0.035, -0.059, -0.012], [0.031, 0.009, -0.032], [-0.041, -0.026, -0.023], [0.130, 0.014, 0.134], [0.069, 0.174, -0.031], [-0.093, -0.270, -0.065], [-0.001, 0.002, 0.001], [-0.004, -0.007, 0.004], [-0.001, 0.003, 0.005], [0.010, 0.010, -0.003]]
}